# 1
119
Properties=species:S:1:pos:R:3:forces:R:3 method="wB97M-V/def2-TZVPD" max_force_ev_per_a=1.49 total_charge=-2 orbital_gap_ev=4.64 e_lumo_ev=4.27
Y -0.369 0.519 -0.354 -0.176 -1.053 1.040
O 1.636 0.161 -1.098 -0.064 0.360 0.340
C 2.963 0.286 -0.825 0.325 -0.357 -0.095
C 3.373 -0.762 0.282 -0.279 0.313 -0.235
C 3.001 -0.292 1.652 0.005 -0.120 0.009
C 3.992 -0.035 2.595 0.044 -0.014 0.142
C 3.623 0.312 3.881 -0.074 -0.051 -0.151
C 2.275 0.419 4.172 0.098 -0.046 0.098
C 1.337 0.215 3.163 0.025 -0.101 -0.063
C -0.128 0.374 3.427 0.000 0.340 -0.242
C -0.703 1.729 2.868 -0.201 -0.096 0.495
O -0.677 1.741 1.521 0.308 -0.321 -0.597
C 0.021 2.970 3.440 -0.068 0.072 -0.038
C 0.060 4.111 2.641 -0.036 -0.029 -0.029
C 0.570 5.308 3.117 -0.013 0.029 0.054
C 1.071 5.393 4.410 0.013 0.001 -0.039
C 1.072 4.257 5.205 0.017 0.026 0.069
C 0.557 3.062 4.723 -0.092 -0.037 -0.012
C -2.177 1.822 3.382 0.019 -0.025 -0.113
C -3.188 1.861 2.430 0.118 0.016 0.012
C -4.521 1.942 2.806 -0.088 0.022 0.002
C -4.871 1.978 4.146 -0.024 -0.019 0.038
C -3.870 1.936 5.108 0.000 -0.018 0.050
C -2.539 1.862 4.728 0.030 -0.029 -0.116
N 1.700 -0.148 1.926 -0.081 -0.081 0.157
C 3.396 1.664 -0.292 -0.133 -0.037 -0.134
C 4.751 1.950 -0.130 0.022 0.041 0.044
C 5.162 3.147 0.433 0.023 -0.013 -0.008
C 4.218 4.083 0.836 -0.001 0.043 0.067
C 2.870 3.817 0.659 0.028 0.074 -0.041
C 2.465 2.616 0.094 0.032 -0.197 -0.033
C 3.732 -0.016 -2.128 -0.096 0.012 -0.068
C 4.108 -1.309 -2.474 -0.007 -0.006 0.047
C 4.677 -1.581 -3.712 0.051 -0.020 -0.057
C 4.864 -0.562 -4.633 -0.004 -0.011 -0.018
C 4.472 0.730 -4.306 0.035 0.024 -0.047
C 3.919 1.000 -3.065 -0.060 -0.057 0.047
H 2.801 -1.665 0.057 0.092 -0.044 -0.025
H 4.442 -0.972 0.235 0.024 -0.026 0.082
H 5.034 -0.130 2.320 -0.006 -0.009 -0.038
H 4.371 0.480 4.646 -0.001 0.025 0.005
H 1.954 0.647 5.179 -0.035 0.009 -0.035
H -0.672 -0.397 2.876 -0.014 -0.029 0.095
H -0.338 0.268 4.493 0.017 -0.038 0.044
H -0.319 4.034 1.630 0.038 0.010 0.058
H 0.571 6.182 2.475 0.013 -0.009 -0.016
H 1.466 6.328 4.789 0.005 -0.001 -0.006
H 1.468 4.303 6.214 0.030 -0.018 -0.020
H 0.585 2.193 5.366 -0.132 0.010 0.036
H -2.893 1.824 1.390 -0.092 0.021 0.049
H -5.293 1.974 2.045 0.027 -0.002 -0.005
H -5.911 2.028 4.446 0.000 0.024 -0.023
H -4.126 1.964 6.162 -0.007 -0.009 -0.005
H -1.783 1.837 5.501 0.143 0.026 0.055
H 5.494 1.229 -0.456 -0.018 -0.022 -0.001
H 6.220 3.354 0.556 -0.001 -0.011 -0.004
H 4.534 5.016 1.290 -0.003 0.011 -0.031
H 2.128 4.545 0.960 0.027 -0.038 -0.050
H 1.409 2.414 -0.041 0.104 0.222 -0.004
H 3.936 -2.127 -1.784 0.019 0.021 -0.010
H 4.970 -2.595 -3.963 -0.037 -0.008 0.018
H 5.293 -0.775 -5.606 0.004 0.000 0.007
H 4.585 1.530 -5.029 -0.010 0.012 0.022
H 3.589 2.003 -2.826 -0.023 0.037 -0.016
C -2.599 -1.829 1.174 0.097 0.301 0.167
C -1.539 -2.708 0.836 0.153 -0.049 0.095
C -1.210 -2.510 -0.510 0.118 0.373 -0.147
C -2.033 -1.460 -1.021 -0.577 -0.575 -0.053
C -2.911 -1.065 0.042 0.187 0.070 -0.288
C -4.133 -0.217 -0.189 0.155 -0.083 0.100
C -2.464 -1.365 -2.468 0.065 0.046 0.182
C -0.235 -3.307 -1.336 -0.045 0.126 0.118
C -0.876 -3.677 1.777 -0.018 0.196 -0.098
C -3.257 -1.724 2.524 0.080 -0.015 -0.131
H -3.912 0.616 -0.860 -0.021 0.038 -0.003
H -4.527 0.192 0.742 -0.016 -0.025 -0.049
H -4.927 -0.818 -0.652 -0.050 0.067 -0.038
H -2.786 -0.356 -2.729 0.072 0.019 -0.041
H -3.305 -2.054 -2.646 0.003 0.011 -0.045
H -1.661 -1.640 -3.150 -0.035 0.006 -0.047
H 0.669 -2.737 -1.571 0.038 -0.053 -0.035
H -0.688 -3.603 -2.287 0.043 -0.023 -0.019
H 0.064 -4.218 -0.812 0.047 0.005 -0.008
H 0.097 -3.313 2.128 0.006 -0.053 0.055
H -0.709 -4.645 1.295 0.037 -0.022 0.038
H -1.502 -3.848 2.656 0.030 -0.023 0.026
H -2.621 -1.226 3.266 -0.079 -0.030 0.058
H -3.514 -2.711 2.923 -0.007 0.004 0.017
H -4.178 -1.144 2.459 -0.019 0.016 0.045
C -2.481 3.871 -0.304 0.157 0.155 -0.048
C -1.775 4.632 -1.428 -0.107 -0.198 -0.121
C -2.792 4.879 -2.557 0.034 0.000 0.078
C -0.515 4.035 -2.056 0.014 -0.112 0.193
C 0.469 4.942 -2.409 0.130 0.033 0.063
C 1.509 4.622 -3.278 0.104 0.099 -0.057
C 1.416 3.398 -3.940 0.092 -0.032 0.023
C 0.466 2.443 -3.630 -0.066 0.078 -0.037
C 0.216 1.359 -4.677 -0.168 -0.034 0.121
C 0.452 -0.095 -4.271 0.104 0.179 0.071
C -1.216 1.517 -5.209 0.042 0.026 0.006
C -0.401 2.628 -2.458 -0.240 0.406 -0.533
N -1.080 1.650 -1.888 -0.137 0.629 -0.549
H -3.249 4.508 0.157 0.042 -0.016 -0.022
H -1.784 3.546 0.465 -0.082 -0.037 -0.025
H -2.952 2.977 -0.703 -0.045 -0.113 -0.013
H -1.489 5.614 -1.025 0.057 -0.015 -0.043
H -3.058 3.916 -3.002 -0.029 0.010 -0.025
H -2.365 5.511 -3.339 -0.002 -0.008 0.006
H -3.704 5.351 -2.173 -0.014 -0.015 -0.024
H 0.398 5.961 -2.027 -0.007 -0.028 0.046
H 2.297 5.330 -3.506 -0.033 0.007 -0.011
H 2.098 3.196 -4.766 -0.010 -0.020 -0.006
H 0.904 1.576 -5.506 -0.022 0.045 0.013
H -0.142 -0.316 -3.393 -0.069 -0.094 0.101
H 1.495 -0.263 -4.017 0.172 -0.055 0.076
H 0.172 -0.775 -5.086 0.001 0.027 0.028
H -1.915 1.394 -4.378 -0.034 -0.010 -0.017
H -1.443 0.768 -5.976 -0.002 -0.019 0.012
H -1.360 2.512 -5.640 -0.011 -0.011 0.035

---

# 2
131
Properties=species:S:1:pos:R:3:forces:R:3 method="wB97M-V/def2-TZVPD" max_force_ev_per_a=2.76 total_charge=+1 orbital_gap_ev=8.12 e_lumo_ev=-1.57
K 0.034 -0.390 0.883 0.234 0.033 0.106
O -1.476 -2.385 1.805 0.027 -0.046 -0.016
P -1.517 -3.605 2.669 -0.627 -0.352 1.533
C 0.110 -4.453 2.966 -0.914 0.011 -0.037
P 1.458 -3.266 3.081 -0.074 -0.189 0.690
O 1.502 -2.536 1.791 0.159 0.612 0.029
C 2.887 -4.331 3.294 0.352 -0.063 1.166
C 3.391 -4.977 2.187 0.922 -0.746 -1.272
C 4.441 -5.895 2.333 -0.224 0.489 0.445
C 4.987 -6.127 3.595 0.342 -0.629 -1.107
C 4.459 -5.568 4.721 -0.563 0.962 0.167
C 3.439 -4.639 4.546 -0.377 0.014 0.130
C 1.096 -2.259 4.576 -0.321 -0.999 0.071
C 1.268 -0.893 4.397 -0.528 -0.224 1.325
C 0.901 0.016 5.385 -0.059 -0.506 0.385
C 0.390 -0.450 6.625 1.465 -0.157 -2.063
C 0.331 -1.818 6.827 -0.928 -0.538 -0.802
C 0.555 -2.750 5.796 1.084 2.110 -0.176
C -2.569 -4.907 2.052 -0.655 -0.056 -0.265
C -3.911 -4.585 1.759 0.411 1.431 0.340
C -4.770 -5.521 1.259 -1.000 0.422 -1.077
C -4.348 -6.800 1.068 0.714 -1.149 0.307
C -3.046 -7.157 1.414 0.065 -0.465 -0.143
C -2.126 -6.212 1.872 -1.215 0.064 -0.476
C -2.352 -3.250 4.336 0.448 0.455 -0.527
C -2.694 -1.941 4.703 -0.361 -1.925 1.309
C -3.320 -1.729 5.954 -0.091 1.204 -0.997
C -3.593 -2.758 6.838 0.889 -0.803 -0.761
C -3.263 -4.074 6.461 0.191 1.694 -0.591
C -2.681 -4.284 5.210 0.090 -0.778 0.417
H 0.423 -5.053 2.096 -0.381 0.233 0.040
H -0.036 -5.157 3.796 0.228 0.276 0.061
H 3.065 -4.738 1.168 -0.210 -0.073 0.443
H 4.867 -6.430 1.493 -0.104 0.258 -0.135
H 5.869 -6.736 3.655 0.125 -0.440 0.109
H 4.844 -5.792 5.707 0.031 0.118 -0.066
H 3.070 -4.130 5.412 -0.296 0.233 0.429
H 1.701 -0.545 3.501 0.393 0.454 -0.999
H 1.094 1.050 5.124 -0.321 0.172 0.485
H 0.168 0.223 7.409 -0.318 0.618 0.649
H -0.080 -2.176 7.750 0.028 -0.201 0.409
H 0.386 -3.770 6.035 -0.052 -0.854 -0.223
H -4.279 -3.552 1.884 0.396 -0.521 0.016
H -5.754 -5.312 0.818 0.308 0.485 0.763
H -5.076 -7.491 0.660 0.381 -0.318 0.025
H -2.730 -8.186 1.299 0.040 0.018 -0.086
H -1.102 -6.476 2.008 0.371 -0.277 0.237
H -2.466 -1.168 4.035 0.166 1.238 -0.678
H -3.634 -0.692 6.163 0.306 -0.659 0.164
H -3.953 -2.577 7.830 -0.419 0.213 0.223
H -3.442 -4.849 7.169 -0.074 -0.717 0.105
H -2.456 -5.309 4.940 0.052 -0.088 -0.123
O -1.153 2.342 1.070 -0.125 -0.161 1.423
H -0.383 2.640 1.618 -0.421 -0.166 -0.968
H -0.929 2.270 0.146 0.714 0.294 -0.404
O -1.221 -2.267 -0.984 0.787 -0.537 1.442
H -2.063 -2.042 -1.372 -0.493 0.020 -0.005
H -1.359 -2.603 -0.040 -0.229 0.667 -1.318
O 1.229 -3.668 -1.714 0.042 0.141 0.179
H 1.130 -3.696 -2.662 0.529 -0.305 -0.705
H 0.431 -3.170 -1.520 -0.725 0.202 0.646
O 2.436 -1.269 -0.601 -0.477 -1.441 0.356
H 2.216 -0.716 -1.348 -0.032 -0.045 -0.698
H 2.134 -2.215 -0.809 0.595 1.681 0.102
C 2.784 5.778 4.090 1.132 0.218 -1.219
C 2.096 5.134 2.876 -0.133 1.237 0.744
C 2.443 3.711 2.570 0.386 1.335 -1.163
N 1.566 2.835 2.283 -1.740 -0.091 0.653
N 2.018 1.688 1.760 -0.319 -0.847 -0.346
C 3.294 1.716 1.511 -0.436 0.643 0.397
N 3.923 0.715 0.912 2.287 -0.899 -0.389
S 4.000 3.234 1.990 0.926 -0.298 0.117
H 2.457 6.806 4.195 -0.339 0.090 0.120
H 3.882 5.876 3.918 -0.633 -0.416 0.332
H 2.559 5.224 4.966 0.078 -0.378 0.985
H 2.273 5.867 2.063 -0.005 -0.984 -0.189
H 1.025 5.179 3.072 -0.100 -0.269 -0.169
H 3.441 -0.102 0.535 -0.249 0.148 0.209
H 4.942 0.618 1.014 -1.051 0.212 -0.178
C 0.047 3.115 -3.190 -0.352 0.679 0.017
C -0.551 4.323 -2.444 0.271 0.188 -0.459
As -1.014 5.982 -3.524 0.433 -0.131 0.426
C 0.523 6.385 -4.664 0.557 -0.600 0.005
C 1.806 5.994 -4.206 -0.790 0.502 0.824
C 2.948 6.352 -4.886 -0.444 0.711 -0.661
C 2.750 7.161 -6.038 0.823 -1.232 1.498
C 1.536 7.583 -6.485 -0.815 0.062 0.378
C 0.391 7.142 -5.835 0.144 -0.368 0.772
C -2.102 4.994 -4.767 -0.060 0.051 -1.309
C -3.368 4.683 -4.278 0.267 -1.147 -0.923
C -4.252 4.046 -5.149 0.009 0.369 0.046
C -3.929 3.797 -6.473 0.074 0.504 -0.772
C -2.674 4.131 -7.013 -0.340 0.483 2.692
C -1.736 4.734 -6.121 -1.545 -0.480 0.319
P -0.086 1.532 -2.198 -0.037 0.656 -0.355
C 1.229 0.623 -3.112 -0.822 0.490 0.306
C 0.934 -0.492 -3.848 0.003 -1.109 0.065
C 1.912 -1.107 -4.592 0.775 -1.366 -1.169
C 3.226 -0.610 -4.676 -1.528 0.018 -0.322
C 3.476 0.533 -3.938 2.052 -0.220 -0.261
C 2.527 1.109 -3.141 -0.579 0.736 0.747
C -1.682 0.984 -2.936 -0.239 -0.480 0.379
C -1.779 0.879 -4.338 -0.523 0.410 0.068
C -2.990 0.591 -4.934 -1.549 -0.918 -1.129
C -4.080 0.268 -4.110 -0.297 0.536 -1.181
C -3.978 0.347 -2.750 -1.698 0.261 2.112
C -2.809 0.745 -2.097 1.383 -0.173 -1.969
H 1.104 3.330 -3.414 -0.380 -0.150 0.109
H -0.475 2.971 -4.150 0.320 -0.008 0.332
H 0.121 4.527 -1.620 0.090 0.527 0.276
H -1.540 4.186 -1.982 0.175 -0.475 -0.201
H 1.853 5.560 -3.197 0.165 -0.147 -0.588
H 3.950 6.120 -4.484 -0.647 0.102 -0.521
H 3.604 7.437 -6.559 1.495 0.726 -0.895
H 1.460 8.343 -7.245 0.038 -0.212 -0.479
H -0.581 7.382 -6.235 -0.213 0.256 0.143
H -3.587 4.812 -3.226 -0.294 0.286 -0.051
H -5.259 3.824 -4.867 -0.399 -0.166 0.473
H -4.741 3.477 -7.146 0.592 -0.153 0.366
H -2.559 3.934 -8.046 0.743 0.052 -0.821
H -0.756 5.058 -6.414 0.196 -0.163 -0.425
H -0.030 -0.976 -3.790 -0.203 0.193 -0.097
H 1.619 -2.024 -5.145 0.391 0.700 0.301
H 3.947 -1.026 -5.381 -0.137 0.011 0.486
H 4.500 0.931 -3.962 -0.531 0.038 0.073
H 2.749 1.969 -2.516 0.260 0.020 -0.181
H -0.936 1.136 -4.960 0.182 -0.096 -0.039
H -3.255 0.537 -6.049 1.196 0.314 1.677
H -5.073 0.102 -4.572 0.774 -0.129 0.363
H -4.934 0.216 -2.164 1.257 -0.007 -0.508
H -2.690 0.873 -1.032 -0.320 -0.051 0.155